# 1
This record from the OMol25 dataset describes C36H57IrN2O4 as an isolated structure. The level of theory is the ωB97M-V functional and the def2-TZVPD basis.

Output
Net charge: 0
E in Eh: -1920.8481
ΔE to the lowest compared entry with this formula, charge and spin in kcal per mole: 14.4
HOMO level in eV: -7.26

XYZ file:
```
100
Properties=species:S:1:pos:R:3:mulliken_charge:R:1
Ir 0.078 1.936 -0.626 3.174
O -1.980 2.034 -0.442 -0.983
O 0.154 -0.074 -0.707 -0.815
O 2.156 2.000 -0.577 -1.241
O -0.061 1.131 -2.474 -0.782
N 0.056 2.107 1.395 0.428
N 0.078 4.060 -0.726 -0.132
C 4.383 -2.265 3.622 -1.722
C -2.932 -3.440 2.797 -2.136
C 3.055 0.304 -2.970 -1.445
C -3.796 -1.111 -0.127 -0.042
C 2.637 0.924 0.065 -0.198
C -1.222 4.652 -1.099 -1.094
C -3.236 -1.641 1.036 -0.497
C 0.455 4.419 0.666 -0.916
C 5.106 -0.888 -2.283 -2.490
C -5.186 -2.963 1.871 -1.657
C -2.298 -0.866 1.699 -0.284
C -0.317 3.538 1.627 -1.057
C -0.975 1.206 2.049 -1.329
C 4.925 1.547 -1.861 -1.540
C 2.522 -0.411 2.094 -0.544
C -4.165 0.688 -1.899 2.611
C -5.217 -0.283 -2.444 -2.418
C 2.197 0.731 1.388 0.546
C -3.451 0.124 -0.666 -0.736
C 1.409 1.846 2.006 -1.688
C 3.520 -0.005 -0.506 -0.250
C -0.038 -0.037 -1.966 1.670
C 2.375 -3.406 2.655 -1.711
C -3.446 -4.072 0.455 -1.615
C 3.670 -2.651 2.318 2.403
C 1.107 4.546 -1.666 -1.250
C -3.192 0.991 -3.043 -1.406
C 3.335 -1.387 1.527 -0.910
C 4.583 -3.600 1.541 -2.260
C -0.207 -1.305 -2.726 -2.037
C -3.687 -3.012 1.539 2.101
C -1.929 0.379 1.210 0.643
C 3.832 -1.137 0.251 -0.054
C -4.887 1.981 -1.493 -1.489
C -2.464 0.869 0.013 0.245
C 4.136 0.229 -1.888 2.682
H -5.713 0.177 -3.300 0.471
H 4.492 -1.869 -0.188 0.708
H -3.815 -5.045 0.788 0.457
H -5.616 1.784 -0.703 0.349
H -1.158 5.742 -1.036 0.317
H 1.252 1.673 3.074 0.612
H -5.522 -3.929 2.256 0.474
H -5.421 2.398 -2.352 0.468
H -5.387 -2.202 2.627 0.338
H -2.431 1.702 -2.737 -0.040
H -0.222 -1.114 -3.797 0.352
H 1.981 2.766 1.899 0.463
H -2.011 4.273 -0.459 0.302
H 2.528 -0.650 -3.064 0.109
H -1.384 3.601 1.419 0.469
H 1.200 5.635 -1.591 0.432
H 1.523 4.224 0.743 0.304
H 2.321 1.074 -2.749 0.082
H -0.427 0.527 2.700 0.369
H -4.765 -1.218 -2.786 0.415
H -1.830 -1.224 2.608 0.480
H 3.744 -1.656 4.264 0.327
H 5.935 -0.979 -1.578 0.453
H 0.284 5.481 0.873 0.606
H 5.551 -3.142 1.325 0.402
H 5.375 1.735 -2.840 0.478
H 2.053 4.064 -1.437 0.267
H 4.130 -3.912 0.599 0.416
H 4.765 -4.497 2.136 0.437
H 0.604 -1.984 -2.467 0.465
H -4.543 -1.703 -0.639 0.488
H 0.805 4.283 -2.678 0.356
H 1.937 -3.840 1.753 0.384
H -1.457 4.358 -2.120 0.381
H -1.147 -1.765 -2.416 0.357
H -5.782 -2.726 0.989 0.303
H -2.685 0.086 -3.385 0.197
H 5.726 1.498 -1.121 0.342
H -3.115 -2.758 3.629 0.374
H -4.176 2.723 -1.131 0.089
H -3.747 1.420 -3.882 0.579
H 4.604 -1.855 -2.357 0.440
H -2.379 -4.167 0.240 0.339
H 2.578 -4.216 3.360 0.470
H 5.289 -1.694 3.411 0.360
H 4.663 -3.161 4.182 0.469
H -5.984 -0.517 -1.703 0.406
H 5.528 -0.659 -3.264 0.463
H 1.630 -2.748 3.102 0.336
H -3.266 -4.434 3.103 0.452
H -1.562 1.866 2.694 0.534
H 4.272 2.382 -1.611 0.084
H -3.955 -3.821 -0.476 0.291
H -1.855 -3.491 2.621 0.370
H 2.133 -0.535 3.101 0.487
H -0.147 3.819 2.671 0.487
H 3.514 0.535 -3.935 0.606
```

***

# 2
This record from the OMol25 dataset describes a single C4H6N2 molecule. The level of theory is the ωB97M-V functional and the def2-TZVPD basis.

Output
Net charge: 0
E in Eh: -265.4938
ΔE to the lowest compared entry with this formula, charge and spin in kcal per mole: 26.2
HOMO level in eV: -8.70

XYZ file:
```
12
Properties=species:S:1:pos:R:3:mulliken_charge:R:1
N 1.580 0.627 0.192 -0.251
N 0.426 -1.211 -0.138 -0.586
C -0.392 -0.123 0.028 0.608
C 0.333 1.040 0.151 -0.448
C -1.876 -0.261 0.037 -0.999
C 1.650 -0.723 -0.103 -0.203
H 2.560 -1.314 -0.098 0.383
H -2.257 -0.524 -0.958 0.242
H -2.370 0.665 0.349 0.274
H 0.066 2.068 0.259 0.404
H -2.184 -1.062 0.718 0.281
H 2.465 0.820 -0.437 0.295
```

***

# 3
This record from the OMol25 dataset describes a single C3H5ClS molecule. The level of theory is the ωB97M-V functional and the def2-TZVPD basis.

Output
Net charge: 0
E in Eh: -975.6450
ΔE to the lowest compared entry with this formula, charge and spin in kcal per mole: 7.4
HOMO level in eV: -9.00

XYZ file:
```
10
Properties=species:S:1:pos:R:3:mulliken_charge:R:1
Cl 1.249 -1.813 0.011 -0.173
S -2.524 -1.047 -0.107 -0.259
C -1.115 -0.647 0.373 -0.341
C 0.171 -0.479 -0.302 0.356
C 0.744 0.971 -0.003 -1.106
H 0.767 1.217 1.018 0.363
H 1.758 1.090 -0.485 0.301
H -0.072 -0.535 -1.414 0.238
H 0.019 1.689 -0.482 0.324
H -0.996 -0.445 1.390 0.297
```

***

# 4
This record from the OMol25 dataset describes a 4-piece molecular cluster, CH9O4 overall. The level of theory is the ωB97M-V functional and the def2-TZVPD basis.

Output
Net charge: -1
E in Eh: -344.4662
ΔE to the lowest compared entry with this formula, charge and spin in kcal per mole: 18.0
HOMO level in eV: -4.42

XYZ file:
```
14
Properties=species:S:1:pos:R:3:mulliken_charge:R:1
O 0.636 2.433 0.464 -0.770
O 0.311 -0.010 -0.087 -0.925
O -0.534 -0.355 2.796 -0.698
O -0.524 -2.443 -0.268 -0.699
C 0.433 0.113 -1.448 -0.766
H -0.210 2.505 -0.036 0.279
H -0.502 0.599 2.325 0.359
H -0.509 -0.137 -1.952 0.186
H 0.827 1.122 -1.771 0.387
H -0.196 -1.520 -0.040 0.377
H 0.684 1.381 0.192 0.436
H -1.472 -2.180 -0.335 0.287
H 1.139 -0.715 -1.887 0.157
H -0.083 -0.792 2.047 0.390
```

***

# 5
This record from the OMol25 dataset describes C32H70AsF12O16 as an isolated structure. The level of theory is the ωB97M-V functional and the def2-TZVPD basis.

Output
Net charge: -1
E in Eh: -5899.2761
HOMO level in eV: -7.31

XYZ file:
```
131
Properties=species:S:1:pos:R:3:mulliken_charge:R:1
As 4.738 18.871 11.325 2.333
F -3.990 21.500 10.319 -0.260
F 3.342 17.849 10.972 -0.558
F 5.178 18.841 9.617 -0.582
F -2.198 21.909 11.459 -0.226
F 5.643 17.395 11.513 -0.534
F 3.792 20.303 11.036 -0.545
F -3.257 20.040 11.764 -0.260
F 2.349 15.335 9.064 -0.139
F 3.670 14.757 7.486 -0.289
F 3.644 16.787 8.168 -0.211
F 4.329 18.887 13.023 -0.491
F 6.147 19.847 11.684 -0.506
O 9.336 21.040 15.620 -0.125
O 10.869 18.110 9.025 -0.377
O -0.896 20.751 9.588 -0.236
O 1.533 15.651 14.112 -0.464
O 9.936 19.369 11.479 -0.435
O 6.562 23.581 9.596 -0.328
O 2.133 16.176 5.671 -0.567
O 3.692 11.976 8.542 -0.378
O 6.754 13.494 9.748 -0.429
O 6.507 21.774 15.776 -0.409
O 3.683 14.020 13.311 -0.511
O 2.586 26.899 9.042 -0.403
O 0.636 16.100 7.337 -0.162
O -2.550 19.340 9.091 -0.559
O 2.358 24.095 9.154 -0.427
O 8.689 25.716 9.775 -0.449
C 4.621 12.359 9.541 0.950
C 7.199 21.054 16.778 -0.544
C -2.887 20.947 10.854 0.848
C 9.079 24.978 8.638 -0.572
C 3.033 14.859 12.348 1.870
C -0.403 16.621 6.477 -0.176
C 7.141 22.295 9.746 -0.561
C 11.482 16.932 8.565 -0.755
C 8.390 20.225 16.285 -0.602
C 2.704 22.810 9.582 -0.581
C 5.903 20.933 14.806 -0.545
C 0.957 19.177 9.672 -0.061
C 2.890 15.725 7.927 1.202
C 10.175 21.760 16.489 -0.856
C 1.853 16.060 6.821 0.061
C -2.099 20.237 9.737 0.420
C 6.797 24.422 10.686 -0.160
C 3.084 26.082 8.012 -0.804
C 8.232 24.895 10.839 -0.531
C 1.599 15.091 12.823 -0.704
C 9.602 17.881 9.625 -0.786
C 6.487 14.862 9.998 -0.170
C 5.097 13.984 13.157 -0.441
C 3.439 24.677 8.488 0.349
C 1.933 17.011 14.178 -0.490
C 2.436 11.653 9.104 -0.633
C 9.488 20.486 12.213 0.176
C 3.521 27.265 10.027 -0.621
C 0.050 20.045 8.774 -0.712
C -1.744 16.226 7.047 -1.219
C 5.870 12.860 8.845 -0.610
C 9.153 19.126 10.336 0.298
H 0.378 18.518 10.319 0.277
H 2.924 22.187 8.698 0.313
H 8.845 17.602 8.885 0.424
H 3.642 24.081 7.584 0.423
H 9.086 21.271 11.564 -0.228
H 6.881 21.731 8.850 0.331
H 1.939 22.304 10.170 0.311
H 8.070 19.100 10.487 0.055
H 6.660 20.346 14.280 0.089
H 1.035 14.160 12.840 0.421
H 10.669 21.133 17.237 0.346
H 8.240 24.573 8.074 0.189
H 9.748 24.153 8.904 0.253
H 8.340 25.481 11.754 0.421
H 5.628 13.512 8.003 0.243
H 8.941 24.066 10.966 0.257
H 0.732 20.805 8.392 0.248
H 2.081 12.445 9.775 0.153
H 7.157 15.168 10.804 0.267
H 4.364 24.734 9.071 -0.281
H 10.894 22.355 15.929 0.252
H 4.847 11.497 10.179 0.440
H 8.749 19.667 17.156 0.398
H 9.668 17.057 10.345 0.437
H -0.263 17.698 6.477 0.214
H 8.710 20.204 12.928 -0.038
H 12.038 17.244 7.676 0.256
H 6.662 21.758 10.571 0.243
H 2.380 26.054 7.182 0.379
H 8.015 19.544 15.523 0.376
H -0.463 19.492 7.998 0.519
H 6.460 23.988 11.643 0.303
H 9.322 19.964 9.638 0.091
H 10.318 20.887 12.794 0.295
H 5.290 21.452 14.079 0.218
H 5.429 13.287 13.926 0.336
H 2.465 10.711 9.652 0.316
H -1.747 16.391 8.126 0.284
H 4.490 27.456 9.551 0.310
H 1.132 15.752 12.081 0.240
H 3.601 26.550 10.849 0.180
H 6.175 25.324 10.730 0.103
H -0.257 16.217 5.478 0.367
H 5.525 14.978 13.308 0.194
H 1.474 18.566 8.929 -0.088
H 6.421 12.014 8.427 0.283
H 10.766 16.157 8.273 0.311
H 8.227 22.310 9.841 0.129
H 3.607 22.781 10.206 0.196
H 3.610 15.779 12.248 -0.298
H -1.912 15.158 6.891 0.343
H 4.219 13.177 10.148 -0.876
H 7.491 21.829 17.485 0.308
H 6.480 20.390 17.280 0.378
H 1.221 17.482 14.860 0.355
H 9.650 25.634 7.981 0.297
H 12.200 16.437 9.229 0.257
H -2.610 16.759 6.665 0.393
H 3.004 14.325 11.394 -0.959
H 5.527 15.034 10.497 -0.137
H 1.721 11.675 8.282 0.279
H 6.606 15.513 9.131 0.326
H 4.003 26.556 7.631 0.397
H 9.581 22.521 17.015 0.297
H 1.870 17.545 13.226 0.081
H 2.954 17.107 14.550 0.213
H 1.628 19.821 10.227 -0.038
H 5.309 20.165 15.319 0.391
H 5.382 13.570 12.186 0.143
H 3.163 28.208 10.446 0.280
```

***

# 6
This record from the OMol25 dataset describes a 2-piece molecular cluster, C6H15B3N2O6 overall. The level of theory is the ωB97M-V functional and the def2-TZVPD basis.

Output
Net charge: 0
E in Eh: -873.4392
ΔE to the lowest compared entry with this formula, charge and spin in kcal per mole: 0.0
HOMO level in eV: -9.62

XYZ file:
```
32
Properties=species:S:1:pos:R:3:mulliken_charge:R:1
O 1.303 0.352 -2.076 -0.320
O 5.733 -0.921 1.084 -0.637
O -4.475 -1.833 -0.232 -0.501
O -4.085 0.436 -0.699 -0.294
O 1.654 -1.280 -0.560 -0.575
O -2.850 -0.630 1.025 -0.711
N 3.625 -1.460 1.725 -0.265
N 5.320 -1.262 3.286 -0.382
C 0.516 1.244 -1.257 -0.570
C -0.849 1.448 -1.883 -0.312
C -1.763 2.337 -1.039 -0.676
C 4.941 -1.197 1.967 0.631
C -2.125 1.750 0.334 -0.586
C 1.407 -0.922 -1.678 0.139
B -4.331 -0.834 -1.171 0.570
B -3.047 0.492 0.225 0.413
B -3.526 -1.808 0.770 0.677
H 3.300 -1.424 0.774 0.191
H -0.701 1.937 -2.849 0.319
H -1.288 3.315 -0.918 0.412
H -2.676 2.507 0.905 0.298
H 1.060 2.188 -1.214 0.247
H -1.318 0.482 -2.103 0.157
H 1.249 -1.624 -2.509 0.452
H 6.281 -1.073 3.494 0.221
H 2.969 -1.688 2.447 0.153
H -4.277 -1.086 -2.333 -0.093
H -1.241 1.492 0.920 0.283
H 0.462 0.840 -0.247 0.415
H 4.689 -1.487 4.031 0.160
H -3.276 -2.790 1.386 -0.123
H -2.682 2.502 -1.604 0.309
```

***

The calculation returns the following max |F| values, one per record and in order: 2.2; 8.1; 3.8; 4.0; 1.6; 0.9 eV/Å.
The calculation returns the following molecular weight values, one per record and in order: 774.079; 82.106; 108.593; 85.079; 1013.794; 243.630 g mol⁻¹.
The calculation returns the following HOMO-LUMO gap values, one per record and in order: 7.6; 9.7; 8.6; 8.6; 9.6; 10.0 eV.